C6H15N2O | ωB97M-V with the def2-TZVPD basis set

Each line ends with the Mulliken charge.
Cartesian coordinates (Å):
C (-0.839, -0.161, -0.951)  0.058
C (0.445, -1.822, 1.234)  -1.496
C (2.315, 1.590, 1.155)  -1.194
C (-2.939, 0.937, -1.948)  -0.962
C (1.743, -0.998, 1.122)  -0.224
C (1.382, 0.498, 1.411)  0.779
N (-0.291, -0.624, -2.145)  -0.348
N (-1.972, 0.597, -0.954)  -0.201
O (0.213, 0.713, 1.871)  -0.384
H (-0.215, -1.443, 0.493)  0.374
H (0.789, -2.927, 1.147)  0.314
H (-0.198, -1.792, 2.117)  0.538
H (3.281, 1.153, 0.622)  0.315
H (1.825, 2.293, 0.621)  0.419
H (2.434, 1.999, 2.094)  0.395
H (-3.976, 0.656, -1.716)  0.279
H (-2.703, 0.432, -2.814)  0.352
H (-2.839, 2.007, -2.101)  0.316
H (2.345, -1.199, 1.918)  0.411
H (2.221, -0.871, 0.090)  0.348
H (0.553, -1.120, -2.249)  0.175
H (-0.854, -0.793, -2.992)  0.167
H (-2.360, 1.000, -0.144)  0.230
H (-0.359, -0.126, 2.121)  0.340

energy above the lowest of the compared OMol25 structures with the same formula, charge and spin = 86.5 kcal/mol
HOMO-LUMO gap = 7.5250 eV
E_HOMO = -11.73 eV
charge = +1
LUMO = -4.21 eV

C6H15N2O2P | ωB97M-V with the def2-TZVPD basis set

Each line ends with the Mulliken charge.
Cartesian coordinates (Å):
C (-0.863, -1.447, -0.785)  -0.755
C (0.116, -1.602, 0.418)  0.818
C (-0.112, 0.865, -0.848)  1.372
C (0.290, -3.068, 0.818)  -1.428
C (0.878, 0.577, -1.970)  -1.324
C (-0.666, 2.278, -0.919)  -1.869
N (0.616, -0.548, 1.025)  -0.254
N (2.087, 2.610, 2.723)  -0.531
O (-1.185, -0.145, -0.954)  -0.424
O (0.365, 0.725, 0.461)  -0.234
P (2.251, 1.120, 2.246)  0.235
H (-0.452, -1.949, -1.760)  0.251
H (-1.783, -1.907, -0.491)  0.480
H (-3.638, -0.061, 0.403)  -0.270
H (0.138, -3.578, -0.039)  0.416
H (-0.300, -3.460, 1.645)  0.304
H (1.314, -3.183, 1.181)  0.360
H (1.087, -0.432, -1.764)  0.343
H (1.748, 1.297, -1.954)  0.326
H (0.445, 0.610, -2.996)  0.334
H (0.054, 2.883, -0.554)  0.530
H (-1.543, 2.411, -0.336)  0.400
H (-0.792, 2.614, -1.960)  0.376
H (2.542, 3.249, 2.108)  0.250
H (-4.169, -0.133, 0.974)  0.258
H (1.572, 0.276, 3.327)  0.034

energy above the lowest of the compared OMol25 structures with the same formula, charge and spin = 130.3 kcal/mol
HOMO-LUMO gap = 8.9685 eV
E_HOMO = -8.26 eV
LUMO = 0.71 eV

C6H15N3 | ωB97M-V with the def2-TZVPD basis set

Each line ends with the Mulliken charge.
Cartesian coordinates (Å):
C (1.599, -1.888, 0.019)  -0.880
C (1.793, 0.836, 0.844)  -1.691
C (0.851, 1.421, -1.435)  -1.527
C (0.875, 0.404, -0.298)  1.526
N (0.915, -0.887, -0.760)  -0.700
H (1.429, -2.865, -0.443)  0.309
H (1.244, -1.966, 1.066)  0.265
H (2.684, -1.726, 0.060)  0.274
H (1.594, 1.877, 1.111)  0.372
H (2.840, 0.748, 0.549)  0.382
H (1.635, 0.213, 1.726)  0.386
H (1.806, 1.400, -1.965)  0.365
H (0.684, 2.438, -1.064)  0.341
H (0.063, 1.152, -2.141)  0.355
C (-2.626, -1.152, -0.174)  -1.209
N (-1.806, 1.526, 0.410)  -0.806
C (-1.378, -0.748, 0.542)  0.159
N (-0.914, 0.489, 0.532)  0.328
H (-2.324, 1.699, 1.274)  0.223
H (-1.352, 2.404, 0.170)  0.241
H (-0.794, -1.542, 1.006)  0.291
H (-2.941, -0.413, -0.910)  0.356
H (-3.434, -1.309, 0.549)  0.314
H (-2.442, -2.110, -0.668)  0.328

energy above the lowest of the compared OMol25 structures with the same formula, charge and spin = 98.0 kcal/mol
HOMO-LUMO gap (spin up / spin down) = 7.9573 / 7.9562 eV
E_HOMO (spin up / spin down) = -7.47 / -7.47 eV
LUMO (spin up / spin down) = 0.49 / 0.49 eV

C6H15N3 | ωB97M-V with the def2-TZVPD basis set

Each line ends with the Mulliken charge.
Cartesian coordinates (Å):
C (-0.950, 1.709, -1.666)  -1.338
C (-0.401, 0.514, -1.422)  0.249
N (-0.699, -0.607, -2.175)  -0.499
C (0.609, 0.316, -0.318)  0.468
C (1.705, -0.670, -0.724)  -1.805
C (-0.125, -0.119, 0.993)  0.940
C (0.879, -0.408, 2.108)  -1.937
N (-0.880, -1.337, 0.726)  -0.613
N (-1.038, 0.920, 1.469)  -0.661
H (-0.636, 2.594, -1.146)  0.332
H (-1.693, 1.840, -2.432)  0.256
H (-1.537, -0.534, -2.732)  0.238
H (-0.608, -1.481, -1.681)  0.280
H (1.070, 1.287, -0.108)  0.392
H (2.024, -0.464, -1.744)  0.451
H (2.567, -0.572, -0.069)  0.408
H (1.343, -1.695, -0.668)  0.330
H (0.346, -0.481, 3.053)  0.517
H (1.613, 0.388, 2.183)  0.372
H (1.386, -1.348, 1.918)  0.443
H (-1.733, -1.096, 0.230)  0.236
H (-1.171, -1.741, 1.610)  0.319
H (-0.523, 1.674, 1.913)  0.283
H (-1.548, 1.314, 0.681)  0.341

SMILES = C=C(N)[C@H](C)C(C)(N)N
energy above the lowest of the compared OMol25 structures with the same formula, charge and spin = 4.0 kcal/mol
HOMO-LUMO gap = 9.1747 eV
E_HOMO = -8.16 eV
LUMO = 1.02 eV

C6H15N3O2 | ωB97M-V with the def2-TZVPD basis set

Each line ends with the Mulliken charge.
Cartesian coordinates (Å):
H (3.260, -1.794, -0.583)  0.271
N (2.669, -0.975, -0.277)  -0.690
C (1.690, -0.542, -0.961)  0.657
N (1.116, -1.062, -2.166)  -0.595
N (0.923, 0.742, -0.828)  -0.154
C (1.805, 1.848, -0.515)  -0.254
C (1.053, 2.929, 0.333)  -1.115
H (1.630, -0.978, -2.888)  0.182
H (0.280, -0.597, -2.448)  0.263
H (0.487, 0.492, 0.065)  -0.092
H (2.059, 2.458, -1.425)  0.228
H (2.783, 1.530, -0.172)  0.380
H (1.459, 3.341, 1.298)  0.303
H (0.070, 2.785, 0.560)  0.355
H (1.288, 3.955, -0.104)  0.280
C (-1.938, -2.207, -0.242)  -1.006
C (-2.586, -1.576, 0.854)  -0.188
C (-1.961, -0.234, 1.517)  0.574
O (-1.434, 0.814, 1.236)  -0.624
O (-2.106, -0.527, 2.822)  -0.437
H (-1.007, -2.756, 0.137)  0.270
H (-1.248, -1.514, -0.865)  0.096
H (-2.355, -2.828, -0.911)  0.487
H (-3.465, -1.064, 0.535)  0.239
H (-2.787, -2.298, 1.692)  0.266
H (-1.684, 0.057, 3.334)  0.302

SMILES = [H]/N=C(\N)NCC.CCC(=O)O
energy above the lowest of the compared OMol25 structures with the same formula, charge and spin = 78.6 kcal/mol
HOMO-LUMO gap = 9.9791 eV
E_HOMO = -9.22 eV
LUMO = 0.76 eV

C6H15N3O2 | ωB97M-V with the def2-TZVPD basis set

Each line ends with the Mulliken charge.
Cartesian coordinates (Å):
H (-1.982, -0.704, -1.938)  0.184
N (-1.657, -0.970, -1.103)  -0.630
C (-2.148, -0.788, 0.137)  0.386
N (-3.183, 0.041, 0.685)  -0.498
N (-1.373, -1.118, 1.308)  -0.234
C (-0.377, -2.206, 1.237)  -0.268
C (0.214, -2.732, 2.550)  -0.966
H (-4.065, -0.437, 1.132)  0.224
H (-3.429, 0.729, 0.030)  0.243
H (-1.748, -0.910, 2.190)  0.242
H (0.271, -1.963, 0.441)  0.326
H (-1.064, -3.066, 0.788)  0.177
H (0.266, -1.899, 3.362)  0.254
H (1.253, -3.187, 2.589)  0.288
H (-0.477, -3.529, 2.734)  0.289
C (2.640, 2.478, -0.118)  -1.050
C (1.692, 1.565, -0.969)  -0.020
C (1.415, 1.890, -2.641)  0.335
O (2.246, 1.835, -3.531)  -0.445
O (-0.032, 1.993, -3.227)  -0.396
H (3.003, 3.207, -0.884)  0.312
H (3.528, 2.048, 0.191)  0.343
H (2.159, 2.976, 0.631)  0.314
H (2.214, 0.660, -1.150)  0.225
H (0.592, 1.368, -0.904)  0.171
H (0.043, 2.719, -3.540)  0.197

SMILES = [H]/N=C(\N)NCC.CCC(=O)O
energy above the lowest of the compared OMol25 structures with the same formula, charge and spin = 112.8 kcal/mol
HOMO-LUMO gap = 9.3178 eV
E_HOMO = -8.66 eV
LUMO = 0.66 eV

C6H15N3O3 | ωB97M-V with the def2-TZVPD basis set

Each line ends with the Mulliken charge.
Cartesian coordinates (Å):
C (2.615, -4.683, 0.383)  -1.403
C (2.269, -3.230, 0.075)  0.704
N (3.444, -2.380, 0.311)  -0.731
C (1.902, -3.134, -1.378)  -0.242
N (1.406, -2.123, -1.970)  -0.533
O (1.143, -1.081, -1.055)  -0.388
H (1.739, -5.328, 0.230)  0.347
H (2.950, -4.810, 1.420)  0.360
H (3.417, -5.024, -0.296)  0.339
H (1.383, -2.916, 0.655)  0.251
H (3.545, -2.241, 1.322)  0.249
H (3.209, -1.466, -0.068)  0.320
H (2.119, -3.976, -2.043)  0.344
H (0.989, -0.327, -1.655)  0.390
C (-2.344, 4.544, 2.121)  -0.786
N (-2.712, 3.900, 0.892)  -0.163
C (-2.085, 2.723, 0.564)  0.631
O (-1.281, 2.181, 1.286)  -0.593
O (-2.488, 2.247, -0.638)  -0.397
C (-1.967, 0.970, -0.985)  -0.538
H (-1.269, 4.730, 2.161)  0.258
H (-2.580, 3.904, 2.988)  0.243
H (-2.897, 5.479, 2.218)  0.323
H (-3.348, 4.322, 0.245)  0.255
H (-2.406, 0.764, -1.952)  0.288
H (-2.272, 0.231, -0.243)  0.295
H (-0.876, 0.975, -1.036)  0.176

SMILES = C[C@@H](N)/C=N\O.CNC(=O)OC
energy above the lowest of the compared OMol25 structures with the same formula, charge and spin = 69.7 kcal/mol
HOMO-LUMO gap = 10.3315 eV
E_HOMO = -9.59 eV
LUMO = 0.74 eV

C6H15N4OP2S | ωB97M-V with the def2-TZVPD basis set

Each line ends with the Mulliken charge.
Cartesian coordinates (Å):
C (0.221, 2.212, 0.295)  -1.232
C (-1.296, 1.777, 0.516)  0.838
C (-1.831, 2.045, 2.028)  -1.123
C (-1.642, 0.265, 0.079)  -1.371
N (-0.516, -0.526, -0.457)  0.452
N (-0.384, -0.617, -1.822)  -0.313
C (0.730, -1.445, -2.174)  0.263
P (1.391, -1.971, -3.864)  0.128
S (3.103, -1.140, -4.329)  -0.296
N (1.364, -1.929, -0.984)  -0.515
C (0.537, -1.315, 0.042)  0.462
N (0.811, -1.526, 1.341)  -0.224
P (0.041, -0.894, 2.777)  0.344
O (0.655, 0.473, 3.159)  -0.556
H (0.885, 2.132, 1.210)  0.270
H (0.756, 1.696, -0.562)  0.259
H (0.199, 3.328, 0.021)  0.371
H (-1.926, 2.490, -0.128)  0.445
H (-2.282, 1.092, 2.489)  0.229
H (-2.677, 2.806, 2.025)  0.322
H (-1.002, 2.417, 2.702)  0.273
H (-2.398, 0.366, -0.783)  0.335
H (-2.226, -0.317, 0.877)  0.503
H (-1.008, -0.170, -2.512)  0.260
H (0.394, -1.830, -4.899)  0.147
H (1.655, -3.390, -3.770)  0.148
H (1.642, -2.123, 1.507)  0.330
H (-1.383, -0.902, 2.766)  0.124
H (0.426, -1.779, 3.858)  0.128

SMILES = CC(C)Cn1[nH]c([PH2]=S)n/c1=[NH+]/[PH2]=O
HOMO-LUMO gap = 7.7587 eV
E_HOMO = -12.08 eV
charge = +1
LUMO = -4.33 eV

C6H15NO | ωB97M-V with the def2-TZVPD basis set

Each line ends with the Mulliken spin population.
Cartesian coordinates (Å):
C (0.225, 1.257, 0.575)  0.445
N (-0.996, 0.706, -0.200)  -0.107
C (-1.274, -0.659, 0.108)  0.451
C (-1.845, -0.828, 1.620)  0.046
C (-0.536, 0.778, -1.684)  -0.030
C (0.990, 0.691, -1.730)  0.361
C (1.509, 1.317, -0.366)  0.546
H (0.111, 2.309, 0.866)  0.056
H (0.627, 0.671, 1.465)  -0.321
H (-0.685, -1.517, -0.253)  0.034
H (-2.256, -0.884, -0.524)  -0.060
H (-2.950, -1.043, 1.556)  -0.004
H (-1.788, 0.108, 2.250)  -0.018
H (-1.430, -1.830, 2.038)  -0.049
H (-0.837, 1.731, -2.215)  -0.059
H (-1.038, -0.098, -2.184)  0.064
H (1.425, 1.273, -2.573)  -0.044
H (1.218, -0.476, -1.715)  -0.196
H (1.926, 2.300, -0.613)  -0.244
H (2.259, 0.665, 0.062)  -0.246
H (1.985, -2.049, 1.914)  -0.186
H (1.972, -2.072, 0.482)  -0.028
O (1.388, -2.349, 1.122)  0.588

multiplicity = 2
energy above the lowest of the compared OMol25 structures with the same formula, charge and spin = 52.9 kcal/mol
HOMO-LUMO gap (spin up / spin down) = 3.0636 / 9.1027 eV
E_HOMO (spin up / spin down) = 0.82 / -5.39 eV
charge = -1
LUMO (spin up / spin down) = 3.89 / 3.71 eV

C6H15NO | ωB97M-V with the def2-TZVPD basis set

Each line ends with the Mulliken charge.
Cartesian coordinates (Å):
C (0.331, 2.629, 1.376)  -1.361
C (0.046, 1.131, 1.465)  -0.332
C (0.954, 0.278, 0.582)  -0.750
C (0.348, -1.062, 0.256)  0.479
C (0.502, -2.145, 1.287)  -1.442
C (0.024, -1.382, -1.006)  -0.230
N (-0.540, -2.607, -1.435)  -0.584
H (1.313, 2.938, 1.753)  0.348
H (0.237, 3.007, 0.356)  0.318
H (-0.346, 3.131, 2.063)  0.373
H (-0.997, 1.055, 1.150)  0.310
H (0.098, 0.847, 2.513)  0.305
H (1.229, 0.809, -0.324)  0.448
H (1.888, 0.088, 1.123)  0.316
H (0.153, -1.799, 2.258)  0.315
H (1.552, -2.434, 1.386)  0.295
H (0.005, -3.076, 1.002)  0.413
H (0.053, -0.580, -1.733)  0.327
H (0.072, -3.410, -1.384)  0.217
H (-0.885, -2.539, -2.381)  0.242
O (-1.340, 2.381, -2.207)  -0.639
H (-1.650, 1.516, -2.491)  0.309
H (-1.475, 2.366, -1.254)  0.325

SMILES = CCC/C(C)=C/N.O
energy above the lowest of the compared OMol25 structures with the same formula, charge and spin = 33.2 kcal/mol
HOMO-LUMO gap = 8.9345 eV
E_HOMO = -8.15 eV
LUMO = 0.78 eV

C6H15NO | ωB97M-V with the def2-TZVPD basis set

Each line ends with the Mulliken charge.
Cartesian coordinates (Å):
C (-0.953, -0.469, -1.241)  -0.538
C (-0.517, 0.811, -0.568)  -0.759
C (-0.062, 0.602, 0.928)  -0.750
C (2.562, 0.655, -0.166)  -0.656
C (2.433, -0.711, 0.108)  -0.183
C (0.726, -0.684, 1.092)  -0.672
N (-1.889, -1.074, -0.264)  -0.486
H (-0.126, -1.177, -1.371)  0.250
H (-1.397, -0.221, -2.213)  0.352
H (-1.368, 1.480, -0.537)  0.528
H (0.276, 1.289, -1.213)  0.283
H (-0.951, 0.539, 1.550)  0.488
H (0.568, 1.460, 1.117)  0.420
H (3.332, 1.192, 0.379)  0.313
H (2.862, 0.879, -1.239)  0.267
H (2.921, -1.329, 0.959)  0.351
H (2.103, -1.359, -0.752)  0.225
H (0.215, -1.593, 0.762)  0.436
H (-2.456, -0.232, 0.064)  0.203
H (-2.537, -1.760, -0.629)  0.248
H (-3.950, 1.373, 0.497)  0.127
H (1.237, -0.864, 2.044)  0.489
O (-3.028, 1.192, 0.692)  -0.937

energy above the lowest of the compared OMol25 structures with the same formula, charge and spin = 200.2 kcal/mol
HOMO-LUMO gap = 3.6252 eV
E_HOMO = -6.85 eV
LUMO = -3.22 eV

C6H15NO | ωB97M-V with the def2-TZVPD basis set

Each line ends with the Mulliken charge.
Cartesian coordinates (Å):
C (-0.232, -1.565, -0.449)  -1.633
C (-0.676, -0.121, -0.319)  1.511
C (-0.536, 0.661, -1.614)  -1.506
C (-2.485, -0.153, 0.094)  -1.338
C (-0.304, 0.596, 0.901)  -1.212
C (1.517, 0.623, 0.983)  -0.129
N (2.318, 0.701, -0.196)  -0.517
O (1.860, -0.521, 1.739)  -0.558
H (-0.173, -2.063, 0.521)  0.331
H (-0.942, -2.119, -1.072)  0.452
H (0.740, -1.645, -0.942)  0.312
H (-1.120, 0.196, -2.413)  0.405
H (0.503, 0.674, -1.952)  0.302
H (-0.868, 1.696, -1.493)  0.369
H (-2.913, 0.836, 0.271)  0.371
H (-2.944, -0.565, -0.807)  0.391
H (-2.655, -0.825, 0.936)  0.381
H (-0.548, 0.070, 1.824)  0.373
H (-0.598, 1.645, 0.896)  0.493
H (1.692, 1.521, 1.586)  0.450
H (3.286, 0.935, 0.016)  0.284
H (2.343, -0.212, -0.642)  0.188
H (2.737, -0.366, 2.131)  0.280

SMILES = CC(C)(C)C[C@H](N)O
energy above the lowest of the compared OMol25 structures with the same formula, charge and spin = 57.8 kcal/mol
HOMO-LUMO gap = 9.4159 eV
E_HOMO = -8.63 eV
LUMO = 0.78 eV

Molecular weight list, top to bottom, in g/mol: 131.20 178.17 129.21 129.21 161.21 161.20 177.20 253.23 117.19 117.19 117.19 117.19